The following is a quantum chemistry calculation of a 22-piece molecular cluster, C60H174N10O32 overall at a distorted geometry, from OMol25.

As for the energy relative to the best compared isomer or geometry (same formula, charge and spin): 1.6782 eV. For the frontier orbital gap, the calculation gives 0.31284 hartree.

Geometry as XYZ:
```
276
Properties=species:S:1:pos:R:3:forces:R:3
C -3.81338 -1.09610 12.03751 0.1 0.7 -0.2
O -4.13476 -0.93569 10.64510 0.0 0.5 0.7
C -4.68579 0.38267 10.41359 0.1 -0.5 0.8
C -5.14870 0.55219 8.99837 0.1 1.3 1.1
N -3.97872 0.65985 8.17452 -0.4 -0.3 -1.7
C -4.34607 0.42591 6.75018 2.7 -0.9 0.1
C -3.04703 0.20074 5.89448 -0.4 -0.2 0.0
O -2.55807 -1.12201 6.20003 -1.2 0.6 1.3
C -1.43247 -1.62118 5.56760 1.0 1.1 -1.4
H -4.71779 -1.13206 12.64484 -0.2 -0.3 0.0
H -3.24023 -0.25097 12.41877 0.0 0.5 -0.2
H -3.15172 -1.93081 12.26898 -0.4 -0.4 -0.7
H -3.93512 1.14480 10.62276 0.4 0.0 -0.1
H -5.47293 0.61649 11.13041 -0.4 -0.4 0.1
H -5.60161 1.54303 8.96340 -0.4 0.2 0.1
H -5.96387 -0.12747 8.75005 0.3 -0.7 -0.4
H -3.28670 0.00285 8.50551 0.1 -0.4 -0.4
H -4.93829 1.25497 6.36282 0.0 -0.1 0.0
H -4.82093 -0.55005 6.64973 -0.7 0.1 -0.1
H -2.30744 0.98575 6.05217 0.4 0.0 0.6
H -3.25361 0.30651 4.82948 -0.4 -0.4 -0.3
H -0.73321 -2.17132 6.19727 -0.6 -0.2 0.4
H -0.81998 -0.80316 5.18838 0.3 0.3 -0.1
H -1.68650 -2.18757 4.67162 -0.2 -0.5 0.0
C 3.05997 2.93604 -4.18715 0.6 -0.2 -0.3
O 2.49675 3.05563 -5.49877 -1.5 0.0 0.3
C 1.09426 3.48296 -5.44361 0.8 0.4 0.3
C 0.40489 3.63263 -6.79800 0.2 1.3 1.2
N 0.60533 2.56897 -7.72372 0.8 -0.6 1.8
C 0.15467 2.92803 -9.01932 0.6 -1.4 -0.7
C 0.31218 1.73058 -9.99130 -0.6 0.9 -0.6
O 1.66414 1.44815 -10.35542 0.0 -1.0 0.9
C 1.82112 0.23800 -11.13308 -0.1 1.2 -0.3
H 2.42939 2.36905 -3.50231 -0.2 0.2 0.0
H 3.36927 3.88836 -3.75643 -0.8 0.4 0.0
H 4.02922 2.44037 -4.24146 -0.2 -0.5 -0.5
H 1.07327 4.46359 -4.96820 0.1 0.4 0.0
H 0.45903 2.91239 -4.76609 0.4 -1.0 0.0
H 0.64825 4.62059 -7.18891 0.8 0.2 -0.5
H -0.63961 3.81746 -6.54707 -0.4 -0.7 0.0
H 1.57472 2.29881 -7.63770 0.2 -0.1 -0.5
H 0.69643 3.80530 -9.37286 -0.2 0.3 -0.4
H -0.89529 3.13395 -8.81127 -0.3 0.2 -1.0
H -0.19612 1.99647 -10.91814 -0.3 0.1 -0.2
H -0.24661 0.89545 -9.56889 0.4 -0.4 0.2
H 1.35373 0.42654 -12.09957 -0.1 -0.2 -0.2
H 1.40376 -0.68236 -10.72460 -0.2 0.2 0.5
H 2.88457 0.08468 -11.31658 0.0 0.2 0.2
C 1.03372 -6.08757 3.82571 -0.1 -1.8 -0.1
O 0.77315 -5.29579 2.71515 -0.4 1.6 0.2
C 1.66189 -4.18852 2.55023 -0.1 -0.3 -0.6
C 3.04523 -4.69577 2.19769 0.0 0.5 -0.2
N 3.83893 -3.68448 1.51996 1.3 -0.2 0.7
C 5.10864 -4.24435 1.04718 0.9 1.4 -1.1
C 6.05847 -3.12504 0.42698 -0.6 -1.2 0.9
O 5.70741 -2.86356 -0.92283 0.5 -0.2 0.5
C 6.47265 -1.81755 -1.47604 -1.0 1.2 -1.1
H 1.18966 -5.65418 4.81362 0.2 0.8 -0.2
H 1.85828 -6.75228 3.56812 0.4 -0.1 0.4
H 0.18629 -6.76178 3.94988 -0.2 0.1 -0.1
H 1.73078 -3.51642 3.40559 -0.2 -0.2 0.4
H 1.25187 -3.57310 1.74945 -0.1 -0.1 -0.3
H 2.99902 -5.58859 1.57413 -0.4 -0.4 0.0
H 3.47754 -4.97725 3.15789 0.6 0.0 -0.1
H 3.36582 -3.27862 0.72527 -0.5 -0.2 0.2
H 4.96513 -4.98128 0.25697 -0.2 -0.3 -0.3
H 5.67312 -4.78380 1.80775 -0.2 0.3 0.4
H 7.10797 -3.41835 0.45207 0.1 -0.4 0.1
H 5.98688 -2.22829 1.04245 -0.3 0.2 0.0
H 5.85132 -1.43782 -2.28712 0.1 0.0 -0.3
H 7.44548 -2.03488 -1.91702 0.1 -0.7 0.4
H 6.55971 -0.93629 -0.84051 0.1 -0.2 0.6
C 3.51163 5.89542 -1.52299 0.0 -0.8 1.2
O 3.08535 5.04573 -0.43048 0.1 0.8 -0.7
C 4.02311 4.03112 -0.09470 -1.6 0.4 0.0
C 3.51674 3.29512 1.12831 -0.5 0.2 0.1
N 4.44059 2.20187 1.34966 -0.3 0.2 -0.1
C 4.19097 1.63436 2.65703 1.3 -0.5 1.3
C 5.10398 0.45900 2.96100 -0.2 0.0 -0.2
O 6.45766 0.90406 3.17910 -0.1 -0.2 0.2
C 7.35471 -0.18119 3.08562 -0.1 -0.7 -1.3
H 2.67812 6.53109 -1.82180 -0.1 -0.3 -0.1
H 3.88940 5.27436 -2.33520 -0.2 0.1 -0.2
H 4.31502 6.55685 -1.19870 0.2 0.1 0.1
H 4.97712 4.49480 0.15619 0.4 -0.1 -0.2
H 4.08098 3.31349 -0.91310 0.5 0.0 -0.3
H 2.50579 2.89056 1.07928 -0.1 0.1 -0.7
H 3.50499 3.96080 1.99135 0.0 0.3 0.2
H 5.28831 2.74430 1.43469 0.9 -0.7 0.0
H 3.16010 1.34398 2.85976 -0.1 -0.1 -0.7
H 4.43743 2.35601 3.43586 -0.2 0.4 0.2
H 5.06086 -0.24634 2.13109 0.2 -0.1 -0.3
H 4.69070 -0.07073 3.81930 0.3 -0.1 0.3
H 7.21193 -0.64444 2.10935 -0.4 -0.4 -0.2
H 7.22035 -0.97644 3.81886 -0.2 0.2 0.4
H 8.41877 0.02716 2.97399 -0.1 1.1 0.8
C 4.05754 0.33298 -7.29111 0.6 0.3 1.2
O 3.95150 -0.19939 -5.93527 0.3 -1.0 -1.2
C 2.60520 -0.53990 -5.53291 0.6 1.9 -0.7
C 2.51189 -1.12780 -4.14101 0.1 0.4 -0.2
N 3.14363 -2.40718 -3.97089 -0.2 -0.1 1.3
C 2.61054 -3.46748 -4.76787 1.7 -1.4 -0.9
C 3.56628 -4.72344 -4.61660 0.4 0.9 -1.5
O 4.80286 -4.35392 -5.33295 -1.0 -0.9 0.0
C 5.69124 -5.47607 -5.47936 -0.7 0.8 0.9
H 5.08945 0.65733 -7.42545 0.1 -0.1 0.3
H 3.48383 1.25239 -7.40792 -0.5 -0.1 0.1
H 3.88332 -0.34328 -8.12802 -0.5 -0.5 0.4
H 2.06603 -1.16988 -6.24039 0.3 -0.2 -0.3
H 2.18020 0.46151 -5.60120 -1.1 -0.1 0.5
H 1.44501 -1.25146 -3.95508 -0.2 0.0 0.1
H 2.89379 -0.49825 -3.33732 0.1 0.5 -0.3
H 4.14346 -2.33577 -4.09478 0.1 0.0 -0.2
H 2.69528 -3.17840 -5.81541 0.1 -0.4 -0.5
H 1.54235 -3.65778 -4.66370 0.0 -0.2 0.8
H 3.16390 -5.61161 -5.10376 -0.3 0.0 -0.2
H 3.85653 -5.04631 -3.61680 -0.3 0.5 0.4
H 6.54125 -5.13026 -6.06757 0.1 -0.1 0.4
H 5.27549 -6.37353 -5.93743 -0.5 0.2 -0.5
H 5.91015 -5.78126 -4.45611 0.9 -0.1 0.0
C -5.75606 -3.29446 4.06043 0.5 -0.4 0.1
O -4.86401 -4.10378 3.30162 0.2 0.2 -0.7
C -4.29220 -3.43325 2.15171 -0.8 -1.7 -0.9
C -3.47163 -4.46004 1.30584 0.6 0.7 1.1
N -4.22593 -5.31553 0.42710 -0.8 -0.9 0.2
C -3.34417 -6.14318 -0.38248 0.9 -0.1 -0.8
C -2.51442 -7.24325 0.35434 0.5 0.0 -0.4
O -3.31295 -8.33982 0.72503 -1.7 0.6 -0.2
C -2.85324 -9.31611 1.60203 0.2 -0.4 -0.4
H -5.91206 -3.74311 5.04149 0.8 0.0 0.2
H -6.79041 -3.29601 3.71660 0.1 0.5 -0.9
H -5.28248 -2.31535 4.13237 -0.6 0.3 0.3
H -3.78501 -2.49796 2.38856 0.4 -0.2 0.4
H -5.06424 -3.17291 1.42764 -0.6 0.4 0.2
H -2.94648 -5.16410 1.95131 0.8 0.8 0.6
H -2.78815 -3.90858 0.66020 0.3 0.2 0.2
H -4.54922 -6.03215 1.06117 -1.3 0.0 0.2
H -2.67335 -5.48574 -0.93554 0.6 0.1 0.3
H -3.89813 -6.52152 -1.24159 -0.3 -0.8 0.4
H -1.97768 -6.86370 1.22380 -0.2 0.4 0.4
H -1.69989 -7.60665 -0.27221 0.0 0.1 -0.5
H -2.05280 -9.88647 1.13078 0.4 -0.1 0.1
H -3.67958 -10.01338 1.74019 0.0 0.1 0.1
H -2.52527 -8.96845 2.58166 0.1 0.4 0.1
C -2.17875 8.00263 -3.57037 -0.3 -0.3 -0.7
O -2.49665 7.07331 -2.60039 -0.8 -1.9 1.6
C -1.55506 6.07144 -2.18422 0.6 0.9 -0.3
C -1.62229 4.76548 -2.98388 0.7 2.6 -0.7
N -2.94327 4.19155 -2.90529 0.9 -0.5 0.4
C -2.90339 3.30771 -1.76356 -1.5 -1.1 0.6
C -4.17133 2.48367 -1.70888 -0.9 0.7 -0.2
O -5.31547 3.22461 -1.25198 0.9 0.7 0.3
C -6.53556 2.51982 -1.32103 0.8 -0.5 -1.0
H -3.16278 8.31277 -3.92193 0.2 0.6 -0.1
H -1.70292 7.54310 -4.43669 0.4 0.1 -0.1
H -1.59031 8.82254 -3.15856 0.1 0.2 -0.2
H -1.71841 5.87096 -1.12534 -0.3 0.1 0.1
H -0.57434 6.54146 -2.25739 0.4 -0.3 0.0
H -0.78373 4.14304 -2.67166 -0.3 -0.4 0.2
H -1.38661 5.06779 -4.00425 -0.1 -0.2 -0.4
H -3.57767 4.94944 -2.69734 -0.4 0.2 -0.2
H -2.75554 3.79266 -0.79864 0.3 0.2 0.1
H -2.13415 2.55411 -1.93226 0.3 0.2 0.1
H -3.96934 1.60752 -1.09272 -0.4 -0.3 0.1
H -4.34327 2.25482 -2.76062 -0.2 -0.8 -0.1
H -6.71045 2.25598 -2.36405 -0.1 -0.3 -0.3
H -7.39805 3.12551 -1.04290 0.4 0.0 0.6
H -6.40481 1.58487 -0.77615 -0.6 0.0 0.4
C 0.93868 2.24571 4.30634 0.7 -1.0 0.2
O 0.90190 0.98552 3.55649 -1.2 2.0 0.0
C -0.19858 1.00970 2.62179 0.7 -1.6 -0.5
C -0.30573 -0.42972 2.01427 0.0 -0.8 0.3
N -1.35660 -0.56663 0.97203 -0.4 1.3 0.0
C -1.18348 -1.54778 -0.08808 1.1 -0.8 -0.7
C -0.02354 -1.13054 -1.00701 0.3 -0.7 0.1
O -0.20117 0.14635 -1.60363 -0.1 0.4 0.2
C -0.98265 0.20291 -2.79411 0.0 -1.2 0.3
H 0.32416 2.20538 5.20570 -0.8 -0.1 -0.3
H 0.70311 3.10829 3.68299 0.0 -0.1 -0.1
H 1.92885 2.36296 4.74669 0.3 0.0 -0.6
H 0.03233 1.72296 1.83056 -0.1 0.2 -0.1
H -1.12855 1.30672 3.10659 -0.1 0.0 0.1
H -0.48777 -1.16090 2.80189 -0.3 0.2 0.3
H 0.64786 -0.78523 1.62392 0.5 0.6 -0.1
H -1.22864 0.27967 0.43584 -0.5 0.8 0.0
H -2.03417 -1.71496 -0.74874 -0.7 0.5 0.5
H -0.99497 -2.53751 0.32787 0.3 0.0 0.1
H 0.21808 -1.81837 -1.81733 -0.3 -0.5 0.0
H 0.85861 -1.15374 -0.36718 0.3 0.7 -0.3
H -2.02724 0.09245 -2.50303 -0.2 0.1 -0.4
H -0.68071 -0.63595 -3.42120 -0.2 -0.1 -0.2
H -0.80958 1.10141 -3.38643 0.1 0.2 0.5
C -0.32640 9.67027 1.28041 0.7 0.4 -0.4
O -1.08581 8.79654 2.04222 0.1 0.0 0.4
C -1.94267 7.97975 1.31387 -0.9 -0.6 0.3
C -2.76319 7.26575 2.37605 -0.3 0.5 -0.6
N -1.90016 6.50298 3.29328 -0.7 0.2 -1.2
C -2.57572 5.79182 4.37778 0.2 0.8 0.1
C -1.55596 5.10897 5.22191 0.8 -0.9 0.5
O -0.54678 5.93830 5.82481 -0.7 1.3 -0.1
C -1.05797 7.05305 6.59611 0.3 -0.3 0.3
H -0.88955 10.09587 0.44985 -0.2 -0.1 -0.2
H 0.53848 9.12242 0.90633 0.3 0.3 -0.3
H -0.00568 10.52118 1.88140 0.1 -0.2 0.2
H -1.55321 7.23744 0.61716 1.2 -0.1 0.2
H -2.56565 8.56656 0.63886 -0.5 0.4 0.2
H -3.48805 6.69446 1.79613 -0.2 -0.6 0.6
H -3.26350 8.08063 2.89929 -0.5 -0.1 0.3
H -1.28051 7.23659 3.60626 0.5 -0.4 0.6
H -3.22278 5.01709 3.96644 -0.2 0.1 0.0
H -3.14845 6.45101 5.03013 -0.5 0.2 -0.1
H -1.03690 4.39627 4.58103 0.3 0.1 0.1
H -1.98972 4.52183 6.03136 -0.5 0.0 0.0
H -1.58267 7.83321 6.04463 0.0 -0.2 -0.6
H -0.22121 7.54946 7.08755 0.2 -0.3 -0.2
H -1.73161 6.74112 7.39424 -0.1 -0.4 0.0
C 0.32723 -4.98360 -0.65852 0.2 -0.9 -0.9
O 0.00094 -6.14244 -1.44110 0.0 0.3 -0.3
C 0.91963 -6.34072 -2.52725 -1.5 -0.3 0.2
C 0.22066 -7.20926 -3.57097 1.6 -0.2 -0.5
N -0.86308 -6.55859 -4.32766 0.1 -0.6 1.8
C -1.72611 -7.54239 -5.02021 0.4 0.3 0.0
C -2.58980 -8.56071 -4.19100 0.8 0.9 -0.7
O -3.58510 -7.89552 -3.43665 -1.1 -0.1 -0.5
C -4.75852 -7.49686 -4.17534 0.6 0.9 0.0
H 1.30062 -5.19274 -0.21480 0.2 0.6 0.1
H -0.39905 -4.80679 0.13480 -0.1 -0.3 -0.1
H 0.32750 -4.16852 -1.38223 0.4 0.5 0.4
H 1.82725 -6.82826 -2.17139 0.1 -0.2 0.1
H 1.24244 -5.43283 -3.03680 -0.2 0.6 0.3
H -0.08694 -8.14565 -3.10551 0.0 -0.2 0.1
H 1.07000 -7.40244 -4.22626 -0.1 -0.6 -0.5
H -1.34862 -6.24793 -3.49829 -1.2 0.8 -0.2
H -1.04608 -8.00954 -5.73255 -0.1 -0.7 0.1
H -2.35883 -6.94806 -5.67941 -0.4 -0.1 0.2
H -2.00025 -9.13821 -3.47894 0.1 0.2 0.1
H -2.99208 -9.28501 -4.89929 -0.3 -0.1 -0.1
H -4.49849 -7.02082 -5.12079 0.3 -0.1 -0.2
H -5.24531 -6.68959 -3.62811 0.0 -0.2 0.4
H -5.51461 -8.24687 -4.40750 0.3 -0.6 0.4
O 3.43014 4.69444 4.67857 0.7 0.0 -0.8
H 3.15575 5.56814 4.40000 0.0 0.2 -0.1
H 2.96977 4.55055 5.50536 -0.3 -0.1 0.4
O -4.18536 -0.09009 1.42850 -0.7 0.3 0.3
H -3.28717 -0.41786 1.38323 1.1 -0.3 -0.1
H -4.51462 -0.16787 0.53308 -0.2 0.0 -0.2
O 3.79012 0.51733 -1.24480 -0.2 0.3 -0.6
H 3.86970 0.92396 -0.38192 0.5 0.4 0.8
H 3.53877 -0.38786 -1.06127 -0.2 -0.7 0.1
O 1.16909 2.26312 -1.23230 0.1 1.4 0.2
H 0.54379 1.55957 -1.40627 -0.1 -0.6 0.1
H 2.02581 1.83808 -1.27229 0.4 -0.3 -0.1
O 1.61776 4.42805 6.55073 0.3 -0.6 0.6
H 0.89445 4.99458 6.28223 -0.7 0.7 -0.3
H 1.24299 3.86514 7.22816 0.0 -0.1 0.2
O -2.49881 2.59778 -5.19402 0.4 -0.6 -0.7
H -2.76093 3.11595 -4.43309 -0.4 0.7 1.0
H -3.25814 2.62522 -5.77617 -0.2 0.0 -0.2
O 1.34332 0.10418 7.36151 -0.1 0.0 -0.1
H 1.32663 1.05471 7.47312 0.0 0.2 -0.1
H 1.26338 -0.24320 8.24986 0.0 -0.2 0.2
O 2.23230 -0.86614 4.77655 0.7 -0.9 0.1
H 1.92078 -0.09223 4.30725 -0.3 0.1 -0.3
H 1.97665 -0.71416 5.68637 -0.1 0.1 0.4
O 2.99704 -2.56106 -1.09180 -0.9 0.5 1.1
H 3.91173 -2.82185 -0.98427 0.9 0.0 -0.3
H 2.89649 -2.42111 -2.03336 0.0 -0.3 -1.2
O -1.17723 0.59619 -6.67404 -0.4 -1.0 0.0
H -1.74406 0.95600 -5.99179 -0.2 0.2 0.3
H -0.49990 1.26097 -6.79859 0.6 0.5 -0.5
O -3.69968 2.76448 2.36543 -0.4 0.2 0.5
H -3.48008 1.84310 2.22734 -0.3 -0.5 -0.2
H -2.93885 3.24421 2.03797 0.5 0.3 -0.3
O -1.42087 4.21608 1.65073 0.0 -0.8 -0.5
H -1.60872 5.03744 2.10495 0.1 1.0 0.8
H -0.85384 4.46898 0.92219 0.3 -0.1 -0.3
```
Forces are in eV/Å.